{
  "formula": "C4H7N3O",
  "method": "ωB97M-V with the def2-TZVPD basis set",
  "species": ["H", "N", "C", "N", "N", "C", "O", "C", "C", "H", "H", "H", "H", "H", "H"],
  "coordinates": [[0.3264, -2.5190, 2.3803], [0.5238, -1.6032, 1.9599], [-0.4667, -1.2564, 1.2074], [-0.6890, 0.0051, 0.5865], [-1.8903, 0.1492, -0.1276], [0.4731, 0.6375, 0.1846], [1.5481, 0.7416, 1.0306], [0.7066, 0.9637, -1.0623], [1.0105, 1.1240, -2.3146], [-1.3614, -1.8978, 1.1252], [-2.2950, 1.0550, 0.1165], [-1.7224, 0.1720, -1.1354], [1.3969, 0.0393, 1.7020], [1.0735, 2.1106, -2.7570], [1.3657, 0.2782, -2.8961]],
  "forces_ev_per_angstrom": [[0.244, 0.469, -0.400], [-0.928, 0.692, -0.967], [-1.319, -0.207, 1.029], [0.107, -1.826, 1.744], [0.066, 0.212, -0.088], [2.317, 0.743, -1.707], [-1.255, -0.369, 0.772], [-0.498, -0.107, -0.144], [0.371, 0.338, 0.056], [0.264, 0.402, -0.242], [0.175, -0.335, 0.054], [0.234, -0.137, 0.197], [0.506, 0.046, 0.043], [-0.299, 0.008, -0.269], [0.015, 0.071, -0.078]],
  "total_charge": 0,
  "multiplicity": 1,
  "smiles": "[H]/N=C/N(N)C(O)=C=C"
}


{
  "formula": "C4H5NO",
  "method": "ωB97M-V with the def2-TZVPD basis set",
  "species": ["C", "C", "O", "C", "C", "N", "H", "H", "H", "H", "H"],
  "coordinates": [[-2.0990, -0.1605, 0.1571], [-0.7579, -0.7067, 0.4303], [-0.5253, -1.8286, 0.8360], [0.3156, 0.1574, 0.1644], [1.4525, 0.3267, -0.1855], [2.6441, 0.6223, -0.6386], [-2.2120, -0.0471, -0.9254], [-2.1799, 0.8139, 0.6400], [-2.8048, -0.8624, 0.5748], [3.3903, 0.0845, -0.2377], [2.7762, 1.6005, -0.8155]],
  "forces_ev_per_angstrom": [[-0.519, -0.098, 0.131], [-0.213, -0.548, 0.219], [-0.445, -0.136, 0.104], [0.915, -0.191, 0.195], [-0.367, 0.436, -0.166], [0.505, 0.135, -0.228], [-0.170, 0.038, 0.159], [-0.159, 0.031, -0.136], [-0.530, -0.023, -0.120], [0.422, 0.224, -0.032], [0.560, 0.131, -0.126]],
  "total_charge": 0,
  "multiplicity": 1,
  "smiles": "CC(=O)C#CN"
}


The evaluated energy relative to the best compared isomer or geometry (same formula, charge and spin) for the records listed, in turn: 373.11, 210.24 kJ/mol.